Record 1
C2H6O2S2 | wB97M-V/def2-TZVPD

Computed properties:
- Highest occupied orbital energy: -9.054 eV
- ΔE to the lowest compared entry with this formula, charge and spin: 23.6 kcal/mol
- 2S+1: 1

Last column: Löwdin charge in e.
CARTESIAN COORDINATES (ANGSTROEM)
1 O 3.8693 -2.6240 1.3295  0.045
2 C 3.4368 -1.8615 0.4690  -0.314
3 O 2.1333 -1.3032 0.4160  -0.009
4 H 3.9547 -1.6256 -0.4938  0.144
5 H 1.7215 -1.9484 1.0915  0.135
6 C -0.8786 0.3918 0.8899  -0.508
7 S -1.0830 0.8835 -0.8662  0.299
8 S -2.8570 1.7638 -0.7290  0.247
9 H -0.6172 -0.6847 1.1246  0.031
10 H -0.0516 0.9317 1.3955  0.026
11 H -1.8193 0.6642 1.4591  0.021
12 H -3.5174 0.5414 -1.1715  -0.115


Record 2
C5H13NO4P | wB97M-V/def2-TZVPD

Computed properties:
- Highest occupied orbital energy: -4.992 eV
- ΔE to the lowest compared entry with this formula, charge and spin: 0.0 kcal/mol
- 2S+1: 1
- Total charge: -1

Last column: Löwdin charge in e.
CARTESIAN COORDINATES (ANGSTROEM)
1 C -1.1161 -2.5113 -1.1802  -0.097
2 C -1.6039 1.1281 0.3027  -0.045
3 C 0.5457 1.1536 -1.8977  -0.143
4 C -1.6275 -1.4418 -0.1271  -0.151
5 C -0.9405 -0.0195 -0.4152  -0.436
6 N -0.1575 -0.0134 -1.3973  -0.056
7 O 1.4003 2.1762 1.6603  -0.334
8 O 2.3174 0.5284 3.2481  -0.248
9 O 2.9512 0.2654 0.6883  -0.168
10 O 0.6850 -0.3302 1.3713  -0.336
11 P 1.7025 0.7451 1.6811  0.202
12 H -1.8863 -2.8559 -1.8846  0.052
13 H -0.3906 -2.0929 -1.8815  0.046
14 H -0.7122 -3.3610 -0.7144  0.029
15 H -2.4977 0.7608 0.7947  0.060
16 H -0.8006 1.5066 1.0395  0.079
17 H -1.6499 1.8487 -0.5879  0.081
18 H -0.0262 2.2276 -1.6894  0.107
19 H 1.5514 1.1196 -1.3109  0.082
20 H 0.7657 0.8937 -2.9680  0.058
21 H -2.6655 -1.1397 -0.1055  0.075
22 H -1.2859 -1.4903 0.8750  0.065
23 H 2.3434 1.5063 3.5599  0.080
24 H 3.0978 -0.6041 0.9389  0.000


Record 3
C20H28N4O4 | wB97M-V/def2-TZVPD

Computed properties:
- Highest occupied orbital energy: -7.518 eV
- ΔE to the lowest compared entry with this formula, charge and spin: 501.4 kcal/mol
- 2S+1: 1

Last column: Löwdin charge in e.
CARTESIAN COORDINATES (ANGSTROEM)
1 C -3.7984 2.9691 0.4322  -0.061
2 C -2.7784 2.5312 1.4054  -0.170
3 O -2.3669 1.1010 1.3706  0.008
4 C -1.6629 0.7377 0.3572  -0.268
5 C -1.2303 1.5400 -0.7390  0.062
6 C -0.2321 0.9830 -1.5462  -0.249
7 C -0.0480 -0.3142 -1.4258  -0.007
8 C -0.6408 -1.2783 -0.6754  -0.285
9 C -1.3895 -0.6077 0.3141  -0.023
10 O -1.9835 -1.2515 1.5362  -0.056
11 C -2.3465 -2.5490 1.2933  -0.262
12 C -3.4905 -2.6550 2.3070  -0.090
13 H -4.2663 -3.5954 2.3330  0.130
14 H -4.2288 -1.9279 2.4217  0.041
15 H -3.1364 -2.6208 3.3177  0.052
16 H -1.7427 -3.1958 1.4953  0.023
17 H -3.1600 -2.5010 0.4709  0.173
18 O -0.4486 -2.5239 -0.3700  -0.054
19 C 0.3809 -3.4281 -1.4336  -0.189
20 C 0.4408 -4.7193 -0.9719  -0.099
21 H -0.7008 -5.1134 -1.1524  0.160
22 H 1.1123 -5.2069 -1.7204  0.113
23 H 0.8915 -4.9486 -0.0456  0.069
24 H 0.0774 -3.0422 -2.2894  0.065
25 H 1.4237 -3.0231 -1.6148  0.142
26 H 0.5565 -1.0342 -2.3036  0.200
27 C 0.3425 1.7181 -2.6086  -0.199
28 O 0.6014 1.1883 -3.8792  -0.104
29 N 1.2105 2.8933 -2.2278  0.026
30 N 1.3314 3.4449 -1.0337  0.002
31 C 1.6529 2.8026 -0.0661  -0.253
32 C 1.7481 1.5079 0.2774  -0.093
33 C 1.4006 0.8906 1.6004  -0.087
34 N 1.7207 -0.2539 1.6129  -0.082
35 N 2.5390 -0.5393 0.5513  0.112
36 C 2.7532 0.3584 -0.2128  -0.314
37 C 3.3042 0.4702 -1.6072  0.029
38 H 4.0653 1.5380 -1.2839  0.187
39 H 2.7818 0.4972 -2.3468  -0.068
40 H 4.2528 -0.2371 -1.4944  0.115
41 C 1.6020 -1.2703 2.8649  -0.098
42 C 1.8837 -2.5635 2.2800  -0.105
43 H 2.6289 -2.7722 1.6293  0.016
44 H 1.4922 -3.2930 3.0112  0.084
45 H 0.9211 -2.8347 1.3281  0.170
46 H 0.5440 -1.1769 3.1978  0.137
47 H 2.3076 -1.1447 3.5290  0.059
48 H 0.5845 1.2958 2.4753  0.216
49 H 1.6436 3.5023 0.7133  0.109
50 H 1.5614 3.4493 -3.1172  0.195
51 H -1.1467 2.5242 -0.7751  0.066
52 H -1.8191 3.2205 1.1213  0.168
53 H -3.1278 2.6349 2.3347  0.077
54 H -4.1247 4.0532 0.5438  0.130
55 H -3.5454 2.7383 -0.5113  0.033
56 H -4.5483 2.3695 0.7286  0.046


Record 4
C3H5N3O | wB97M-V/def2-TZVPD

Computed properties:
- Highest occupied orbital energy: -9.826 eV
- ΔE to the lowest compared entry with this formula, charge and spin: 103.2 kcal/mol
- 2S+1: 1

Last column: Löwdin charge in e.
CARTESIAN COORDINATES (ANGSTROEM)
1 C -1.5397 0.5670 0.0089  -0.202
2 C -0.0870 0.1562 -0.0637  -0.306
3 C 1.1314 0.9226 -0.0762  -0.118
4 H -1.4599 -1.4856 -0.2749  0.238
5 H -1.7854 0.9619 1.1267  0.161
6 H -1.6424 1.3345 -0.7857  0.111
7 H 1.3277 1.9346 -0.0439  0.081
8 H 2.3692 -1.8021 0.0225  0.174
9 N 2.2137 0.2066 0.0845  0.093
10 N 1.6168 -1.0739 -0.0019  -0.061
11 N 0.2842 -1.0647 -0.0157  0.053
12 O -2.4286 -0.6573 0.0194  -0.223